(1)
27
Properties=species:S:1:pos:R:3:mulliken_charge:R:1 method="wB97M-V/def2-TZVPD" e_tot_ha=-590.976433 homo_energy_ha="-0.2558 / -0.2558" e_lumo_ev="0.25 / 0.25" total_charge=0 homo_lumo_gap_ev="7.2 / 7.2"
C -3.6456 0.6947 -0.0149 -0.510
C -2.8623 1.9208 0.1242 -0.320
C -3.0966 -0.5257 0.1396 -0.864
C -1.5204 1.8450 0.2106 -0.832
C -1.1528 -1.9436 0.0299 -0.919
C -1.7136 -0.6932 -0.0216 1.275
C -0.8330 0.5326 -0.0248 0.312
C 0.4936 0.4083 -0.0350 0.117
C 0.3404 -2.1379 -0.1201 -0.699
C 2.5506 -0.8055 0.3087 -0.983
C 1.1392 -0.9067 -0.3945 0.205
N 2.8212 0.4751 0.9307 -0.228
N 2.1369 1.5725 0.3500 -0.169
N 2.6540 1.8389 -0.8689 -0.317
H -4.7402 0.6156 0.2294 0.280
H -3.3825 2.8739 -0.0032 0.349
H -3.7886 -1.3198 0.0654 0.327
H -0.7702 2.7115 0.4957 0.260
H -1.7995 -2.7838 0.2269 0.387
H 0.8739 -2.6301 0.7079 0.315
H 0.4886 -2.8307 -1.0425 0.229
H 2.6392 -1.6450 1.1358 0.457
H 3.3296 -1.0527 -0.3727 0.235
H 1.3695 -0.6937 -1.4004 0.381
H 2.9045 0.4526 1.9612 0.307
H 2.3826 2.7806 -1.1589 0.228
H 3.1815 1.2467 -1.4585 0.180



(2)
38
Properties=species:S:1:pos:R:3:mulliken_charge:R:1 method="wB97M-V/def2-TZVPD" e_tot_ha=-2516.121535 homo_energy_ha="0.0471 / 0.0386" e_lumo_ev="4.79 / 4.78" total_charge=-2 homo_lumo_gap_ev="3.5 / 3.7"
Ti 0.7372 -1.3044 0.7799 -0.036
N -1.6747 -1.6235 3.2067 -0.359
C -2.4793 -0.7081 2.4296 -0.433
C -2.2999 -0.8935 0.9032 0.535
O -3.3218 -0.8431 0.2291 -0.716
O -1.1123 -1.0287 0.4090 -0.269
H -1.8395 -2.5946 2.9812 0.182
H -1.7636 -1.4726 4.2007 0.152
H -2.1631 0.3151 2.6645 0.231
H -3.5564 -0.7818 2.6200 0.273
C -0.3201 5.0535 -2.5259 -1.403
C 0.1017 3.7230 -1.9507 1.019
C -0.4462 3.2271 -0.7715 -0.854
C -0.0659 2.0054 -0.2436 -0.127
C 0.9030 1.2045 -0.8835 0.261
C 1.4461 1.7103 -2.0853 -0.285
C 1.0529 2.9329 -2.5944 -0.595
S 0.8047 -1.8860 -2.2682 0.177
O 1.3159 0.0648 -0.3988 -0.577
O 0.6191 -3.0080 -3.2600 -0.747
N 1.0138 -2.4976 -0.7686 0.156
C 0.8900 -3.9180 -0.5665 -0.417
C 0.4289 -4.1571 0.8812 0.552
O 0.1686 -5.2994 1.2593 -0.795
O 0.3725 -3.0938 1.5964 -0.482
H -1.0228 5.5577 -1.8604 0.320
H -0.8043 4.9296 -3.4996 0.289
H 0.5391 5.7152 -2.6727 0.309
H -1.1962 3.8172 -0.2514 0.201
H -0.4963 1.6327 0.6767 0.336
H 2.1791 1.1027 -2.6023 0.378
H 1.4917 3.2858 -3.5249 0.278
H 1.8531 -4.4317 -0.6959 0.238
H 0.1899 -4.3756 -1.2694 0.345
O 0.9770 -0.0863 2.3083 -0.475
N 2.1450 -0.5675 2.4922 1.253
O 2.8600 -0.2775 3.4550 -0.691
O 2.4731 -1.4289 1.6008 -0.225



(3)
29
Properties=species:S:1:pos:R:3:mulliken_charge:R:1 method="wB97M-V/def2-TZVPD" e_tot_ha=-700.792731 smiles=Cc1cc(NCc2cccnc2)nc(N)n1 homo_energy_ha=-0.3015 e_lumo_ev=0.73 total_charge=0 homo_lumo_gap_ev=8.9
C 4.3177 0.1302 -0.7547 -1.154
C 2.9035 0.1453 -0.2633 0.687
N 2.3898 1.3351 0.0399 -0.643
C 1.1387 1.3529 0.4936 0.049
N 0.3488 0.2943 0.6566 -0.240
C 0.8557 -0.8917 0.3348 0.605
N 0.0215 -1.9628 0.4288 -0.168
H 0.4432 -2.8768 0.4124 0.262
C -1.2765 -1.8236 1.0549 -0.851
C -2.0753 -0.7485 0.3690 0.739
C -2.6974 0.2711 1.0816 -0.481
N -3.3894 1.2439 0.5194 -0.621
C -3.5035 1.2501 -0.7984 -0.283
C -2.9383 0.2804 -1.6116 -0.475
C -2.2134 -0.7362 -1.0140 -0.260
H -1.7451 -1.5058 -1.6112 0.430
H -3.0584 0.3215 -2.6835 0.388
H -4.0729 2.0713 -1.2143 0.382
H -2.6245 0.3134 2.1609 0.342
H -1.1772 -1.5723 2.1195 0.338
H -1.7944 -2.7834 0.9659 0.362
C 2.1709 -1.0211 -0.1325 -0.800
H 2.5847 -1.9843 -0.3848 0.337
N 0.6271 2.5511 0.8660 -0.381
H -0.3660 2.6013 1.0116 0.242
H 1.1220 3.3741 0.5722 0.255
H 4.6709 1.1500 -0.8724 0.347
H 4.3833 -0.3919 -1.7073 0.315
H 4.9545 -0.3875 -0.0391 0.276



(4)
26
Properties=species:S:1:pos:R:3:mulliken_charge:R:1 method="wB97M-V/def2-TZVPD" e_tot_ha=-556.952241 smiles="CCc1cccc(CC)c1N=C=O" homo_energy_ha=-0.3092 e_lumo_ev=0.70 total_charge=0 homo_lumo_gap_ev=9.1
C -0.2392 2.5174 1.9842 -0.967
C -0.9969 2.3742 0.6487 -0.714
C -0.1675 1.5839 -0.2875 0.211
C 0.8518 2.0807 -1.0965 -0.540
C 1.5722 1.2460 -1.9445 -0.629
C 1.4477 -0.1335 -1.9004 -0.731
C 0.5480 -0.6983 -1.0278 1.042
C 0.4464 -2.1721 -0.9018 -1.087
C 1.2622 -2.7876 0.2504 -1.059
C -0.2534 0.1531 -0.2036 0.385
C -1.4963 -1.3758 1.1495 0.462
H -0.2162 1.5505 2.5145 0.252
H -0.7324 3.2300 2.6712 0.345
H 0.8321 2.7890 1.8256 0.290
H -1.2658 3.3830 0.2512 0.418
H -1.9330 1.7846 0.8431 0.264
H 1.0280 3.1572 -1.0755 0.399
H 2.3430 1.7214 -2.5716 0.315
H 2.0731 -0.7829 -2.5078 0.361
H 0.8664 -2.5316 -1.8620 0.413
H -0.6309 -2.4809 -0.7953 0.351
H 2.3259 -2.6671 0.1051 0.346
H 1.1107 -3.8511 0.3335 0.367
H 1.0043 -2.3882 1.2395 0.314
N -1.0813 -0.3072 0.7411 -0.300
O -2.1358 -2.1864 1.7269 -0.509



(5)
28
Properties=species:S:1:pos:R:3:mulliken_charge:R:1 method="wB97M-V/def2-TZVPD" e_tot_ha=-707.201196 homo_energy_ha="-0.2320 / -0.2320" e_lumo_ev="-0.47 / -0.46" total_charge=0 homo_lumo_gap_ev="5.8 / 5.8"
C -2.1601 -3.0768 -2.8014 -0.139
C -3.0423 -2.0321 -2.8092 -0.590
C -1.1369 -3.1293 -1.9318 -0.604
C -2.8443 -1.0161 -1.9331 -0.307
C -0.9423 -2.0755 -1.0556 -0.033
C -1.8784 -1.0677 -0.9490 0.619
C -1.6259 0.2358 -0.1770 -0.843
C 2.9491 2.1150 1.4342 -0.745
C 1.6113 2.3135 0.6517 -0.359
C 2.8080 0.8078 2.1401 -0.197
C 0.7043 1.7917 2.7510 0.333
N -0.4556 0.5450 0.3272 -0.225
O 0.5043 -0.2991 0.5421 -0.547
O 0.5738 2.4258 1.5922 -0.215
O 1.6936 1.0931 3.1437 -0.295
H -2.2320 -3.9079 -3.4516 0.370
H -3.8131 -1.8739 -3.6249 0.255
H -0.4783 -4.0015 -1.9791 0.332
H -3.5154 -0.1214 -1.8844 0.214
H -0.0356 -2.1703 -0.4626 0.249
H -2.4390 0.9703 -0.0286 0.300
H 3.6213 2.0447 0.6703 0.430
H 2.9624 2.9415 2.0642 0.353
H 1.5351 3.2173 0.1660 0.462
H 1.4020 1.4581 -0.0637 0.256
H 2.5879 -0.0181 1.4679 0.193
H 3.6693 0.5246 2.7448 0.370
H -0.0233 2.3057 3.4567 0.364



(6)
39
Properties=species:S:1:pos:R:3:mulliken_charge:R:1 method="wB97M-V/def2-TZVPD" e_tot_ha=-2170.691737 homo_energy_ha=-0.2975 e_lumo_ev=-2.73 total_charge=0 homo_lumo_gap_ev=5.4
O -0.9219 -3.3326 -1.1346 -0.359
C -1.6241 -2.4003 -1.3125 -0.106
O -2.8380 -2.6202 -2.0077 -0.549
C -1.2841 -0.9856 -0.8660 -0.302
C 0.0916 -0.8568 -0.2024 -0.403
C 1.2514 -0.3706 -1.1013 -0.713
O 0.8755 0.1779 -2.4097 -0.291
C 0.8290 -0.7102 -3.3231 1.062
O 1.5136 -1.7992 -3.3534 -0.237
O 0.1201 -0.5436 -4.3577 -0.393
H -3.4974 -1.9837 -1.7170 0.378
H -1.4758 -0.3313 -1.7117 0.273
H -2.0302 -0.7010 -0.0926 0.451
H 0.3937 -1.8183 0.2214 0.292
H -0.0228 -0.1918 0.6533 0.299
H 1.9980 -1.1601 -1.1585 0.426
H 1.7319 0.4441 -0.5667 0.465
H -0.5282 0.1790 -4.1880 0.309
C -0.2554 2.8468 1.7952 -0.278
C -1.3360 2.5234 2.6020 -0.385
C -1.4158 3.0315 3.8915 -0.397
C -0.4188 3.8708 4.3696 -0.401
C 0.6598 4.1967 3.5605 -0.450
C 0.7407 3.6805 2.2774 -0.265
H -0.1894 2.4494 0.7887 0.454
H -2.1174 1.8743 2.2263 0.324
H -2.2556 2.7747 4.5239 0.362
H -0.4832 4.2707 5.3728 0.365
H 1.4378 4.8532 3.9310 0.363
H 1.5978 3.9357 1.6379 0.365
Li -3.4058 -2.5215 0.3113 0.967
B 2.4356 -4.1525 -0.1667 0.504
F 2.6234 -2.7544 -0.4015 -0.388
F 1.1744 -4.3461 0.4284 -0.399
F 2.4921 -4.8327 -1.3869 -0.396
F 3.4370 -4.6107 0.6856 -0.360
Cl -2.5593 -0.7178 -3.6515 -0.631
Be 2.1624 5.3939 0.5618 -0.046
Cl 1.0932 -2.7615 -4.7295 0.090



(7)
34
Properties=species:S:1:pos:R:3:mulliken_charge:R:1 method="wB97M-V/def2-TZVPD" e_tot_ha=-850.449186 homo_energy_ha=-0.3012 e_lumo_ev=0.00 total_charge=0 homo_lumo_gap_ev=8.2
H 2.3745 -1.6879 -0.2137 0.420
N 1.4237 -0.1143 -1.2676 -0.429
B 0.1878 1.2108 -2.9822 -0.282
N 1.1549 0.0542 -2.6052 0.462
C 1.8590 -0.8263 -3.3495 -0.277
Be -0.4976 1.8623 0.5705 -0.330
H 1.8165 -0.7683 -4.4335 0.432
C 2.5017 -1.6939 -2.4592 -0.794
H 3.0905 -2.5524 -2.7144 0.415
C 2.1494 -1.2301 -1.1665 -0.325
H 0.3298 1.5824 -4.1017 -0.087
C -0.2351 2.0670 2.2339 -1.194
H 0.8179 1.9485 2.5124 0.314
H -0.8220 1.2741 2.7229 0.241
H -0.6029 3.0090 2.6635 0.343
N 0.5604 2.2911 -1.8940 0.555
N -1.2400 0.6313 -2.8578 0.030
N 0.1284 2.5429 -0.5692 0.240
N -1.9386 1.0300 -1.7735 -0.030
C 1.5516 3.1495 -2.1955 -0.200
C -1.8705 -0.4536 -3.3384 -0.068
H 1.9966 3.1660 -3.1800 0.432
H -1.5971 -0.8883 -4.2873 0.480
C 1.7959 3.9655 -1.1033 -1.081
C -2.8611 -0.8193 -2.4278 -0.882
C 0.8632 3.6130 -0.1404 -0.134
C -2.8204 0.1000 -1.3897 -0.253
H 2.5019 4.7758 -1.0486 0.413
H -3.5602 -1.6142 -2.5732 0.421
H 0.7289 4.0555 0.8394 0.481
H -3.2791 0.1292 -0.4228 0.517
H -1.8151 1.9884 -1.5276 0.366
N -0.4432 -1.0762 0.5778 -0.757
C -0.5275 0.0905 0.4655 0.559



(8)
34
Properties=species:S:1:pos:R:3:lowdin_spin:R:1 method="wB97M-V/def2-TZVPD" e_tot_ha=-2476.216703 spin_multiplicity=2 homo_energy_ha="-0.3404 / -0.3400" e_lumo_ev="0.58 / -1.82" total_charge=0 homo_lumo_gap_ev="9.8 / 7.4"
H -0.0168 2.8923 2.3616 0.000
N 0.2254 1.7201 0.6242 0.036
B 0.8408 0.8602 -1.6714 0.000
N 0.6281 2.0049 -0.6636 0.004
C 0.7469 3.3415 -0.8219 0.001
Cu -0.2496 -0.2426 1.1336 0.753
H 1.0310 3.6979 -1.8071 0.000
C 0.4907 3.9277 0.4051 0.000
H 0.5531 5.0000 0.6386 0.000
C 0.1920 2.8786 1.2901 0.001
H 1.3516 1.2234 -2.6640 0.000
C -2.0993 -2.8380 3.0738 0.006
H -2.4367 -3.0889 4.1007 0.000
H -1.1080 -3.2762 2.9193 0.000
H -2.7924 -3.2091 2.2961 0.000
N -0.5783 0.3040 -1.8457 -0.001
N 1.6473 -0.2920 -1.0075 0.005
N -1.2839 -0.1808 -0.7452 0.037
N 1.3972 -0.7788 0.2681 0.039
C -1.2970 0.1778 -2.9816 -0.001
C 2.6571 -0.9963 -1.5621 0.001
H -0.8451 0.5146 -3.8989 0.000
H 2.8829 -0.7347 -2.5793 0.000
C -2.5207 -0.4073 -2.6387 0.002
C 3.1361 -1.8820 -0.5918 0.000
C -2.4619 -0.6204 -1.2329 0.006
C 2.3287 -1.6954 0.5535 0.001
H -3.3058 -0.6634 -3.3346 0.000
H 3.9743 -2.5665 -0.6943 0.000
H -3.2105 -1.0839 -0.6081 0.000
H 2.3486 -2.1254 1.5513 0.000
H -2.0530 -1.7287 2.9983 0.005
N -0.1056 0.0019 4.1490 0.019
C -0.0673 -0.1346 2.9853 0.083



(9)
40
Properties=species:S:1:pos:R:3:lowdin_spin:R:1 method="wB97M-V/def2-TZVPD" e_tot_ha=-1807.921399 spin_multiplicity=6 homo_energy_ha="-0.5871 / -0.6198" e_lumo_ev="-7.31 / -10.56" total_charge=+2 homo_lumo_gap_ev="8.7 / 6.3"
H -0.7169 -3.5604 -1.2774 0.006
N -1.2131 -1.9287 -0.0364 0.216
B -2.4800 0.4524 0.2732 -0.002
N -2.2877 -1.0215 -0.1452 0.013
C -3.3398 -1.7225 -0.5925 0.074
Ir 0.3564 -1.9287 1.0856 2.696
H -4.3061 -1.2854 -0.5965 0.004
C -2.9178 -2.9630 -1.0670 0.035
H -3.4873 -3.7205 -1.5559 0.002
C -1.5395 -3.0150 -0.8404 0.055
H -3.6615 0.6302 0.5685 -0.001
C 4.0458 2.4095 -1.1496 0.000
H 4.8214 1.7778 -0.7008 0.000
H 3.0951 2.1901 -0.6540 0.000
H 4.2978 3.4652 -0.9973 0.000
N -2.2500 1.7305 -0.8397 0.019
N -1.6538 0.3969 1.5761 0.018
N -1.0780 1.7358 -1.5188 0.358
N -0.4905 -0.3186 1.8776 0.280
C -2.9459 2.8655 -1.2698 0.350
C -2.0659 0.9606 2.7198 0.093
H -3.9539 3.1035 -0.9540 0.012
H -3.0406 1.4183 2.7236 0.005
C -2.1430 3.5777 -2.1717 0.247
C -1.0810 0.8693 3.6674 0.037
C -0.9504 2.8297 -2.2490 0.014
C -0.0426 0.1825 3.0858 0.055
H -2.3444 4.4861 -2.7121 0.008
H -1.0857 1.2867 4.6822 0.002
H -0.0235 3.0417 -2.7698 -0.004
H 1.0219 0.0659 3.3073 0.003
H 3.9504 2.1904 -2.1658 0.000
F 5.0734 -3.4208 -0.6316 0.005
C 4.3692 -2.9714 0.4399 0.008
F 3.9782 -4.0101 1.2095 0.001
F 5.1388 -2.1395 1.1766 0.001
S 2.9421 -2.0551 -0.3478 0.034
O 3.5916 -0.9910 -1.0727 0.019
O 2.1488 -3.0640 -1.0264 0.061
O 2.2682 -1.5500 0.9492 0.278



(10)
36
Properties=species:S:1:pos:R:3:mulliken_charge:R:1 method="wB97M-V/def2-TZVPD" e_tot_ha=-1294.132730 homo_energy_ha="-0.5864 / -0.5899" e_lumo_ev="-10.82 / -10.32" total_charge=+2 homo_lumo_gap_ev="5.1 / 5.7"
C 3.0041 -0.1180 -0.0324 -0.050
N 1.7673 -0.0984 -0.5772 -0.143
N 1.8819 0.0677 -1.9382 -0.107
C 3.1862 0.1700 -2.2607 0.011
C 3.9334 0.0349 -1.0800 -1.179
B 0.5574 0.2418 -2.7657 0.115
N -0.4323 -0.9069 -2.4016 -0.157
N -0.8588 -1.2118 -1.1170 0.030
C -1.8554 -2.1332 -1.2449 0.011
C -1.8941 -2.5507 -2.5787 -1.089
C -1.0035 -1.7559 -3.2706 -0.027
Sn 0.3200 -1.2080 0.8417 0.916
N -0.1714 1.5987 -2.3773 0.230
N -0.7674 1.7711 -1.1848 -0.176
C -1.3765 2.9610 -1.1647 -0.085
C -1.1322 3.6020 -2.4104 -0.849
C -0.3616 2.6829 -3.1470 0.053
H -1.9799 3.3323 -0.3483 0.502
H 0.0069 2.6926 -4.1527 0.490
H -1.4863 4.5459 -2.7180 0.480
H 0.8197 0.2175 -3.9490 -0.042
H -0.7617 -1.7240 -4.3276 0.461
H 3.4729 0.3149 -3.2947 0.490
H -2.4814 -3.3388 -3.0016 0.442
H 4.9961 0.0292 -0.9607 0.438
H -2.5058 -2.4570 -0.4430 0.342
H 3.1055 -0.1842 1.0510 0.484
H -1.8231 -0.4727 1.5932 0.238
C -1.8275 -1.4317 2.1790 -0.857
H -2.5960 -2.0669 1.7132 0.402
H -0.8323 -2.0286 2.2379 0.275
H -2.0638 -1.1389 3.2180 0.347
F 0.4876 1.1892 2.6681 -0.322
C -0.0168 1.1438 1.3724 0.668
F -1.2823 1.6699 1.4817 -0.205
F 0.7170 2.0723 0.6933 -0.137



(11)
35
Properties=species:S:1:pos:R:3:lowdin_spin:R:1 method="wB97M-V/def2-TZVPD" e_tot_ha=-1014.518466 spin_multiplicity=6 homo_energy_ha="-0.5929 / -0.5866" e_lumo_ev="-6.60 / -11.25" total_charge=+2 homo_lumo_gap_ev="9.5 / 4.7"
H -0.0546 2.9061 0.6995 0.000
N 0.3060 1.7327 -1.0060 0.304
B 0.9565 0.9578 -3.3338 -0.001
N 0.7350 2.0588 -2.2969 0.024
C 0.7502 3.4014 -2.4250 0.108
Ir -0.1438 -0.0984 -0.2748 2.792
H 0.8768 3.8712 -3.3621 0.005
C 0.4516 3.9562 -1.1867 0.051
H 0.3903 5.0011 -0.9646 0.002
C 0.1891 2.9059 -0.3366 0.033
H 1.4982 1.2785 -4.3813 0.000
C -2.0312 -2.7993 1.4056 0.039
H -2.4283 -2.9041 2.4216 0.002
H -1.1203 -3.3746 1.3121 0.000
H -2.8052 -3.2240 0.7589 0.001
N -0.4890 0.3592 -3.5031 0.009
N 1.6653 -0.2450 -2.6373 0.029
N -1.0569 -0.0789 -2.3278 0.155
N 1.3608 -0.6598 -1.3236 0.339
C -1.3459 0.1557 -4.5327 0.025
C 2.6428 -1.0396 -3.1107 0.131
H -1.1294 0.4535 -5.5456 0.002
H 2.9942 -0.9956 -4.1089 0.006
C -2.4796 -0.4529 -4.0139 0.010
C 3.0228 -1.9147 -2.1012 0.075
C -2.2781 -0.5713 -2.6365 0.026
C 2.2206 -1.6783 -1.0077 0.033
H -3.3546 -0.7716 -4.5703 0.001
H 3.7924 -2.6524 -2.1791 0.003
H -2.9153 -0.9918 -1.8837 0.003
H 2.2254 -2.1539 -0.0369 0.000
H -1.8474 -1.7260 1.1568 0.028
O -0.2796 -0.1258 4.0553 0.253
C -0.2137 -0.2562 2.8677 0.113
N -0.1049 -0.3239 1.6657 0.399



(12)
35
Properties=species:S:1:pos:R:3:lowdin_spin:R:1 method="wB97M-V/def2-TZVPD" e_tot_ha=-1760.444123 spin_multiplicity=3 homo_energy_ha="-0.1949 / -0.2735" e_lumo_ev="0.45 / 0.42" total_charge=0 homo_lumo_gap_ev="5.8 / 7.9"
H 1.4277 -2.2765 -1.6797 0.002
N -0.3116 -1.0824 -1.5730 0.004
B -2.5488 0.0373 -2.1003 0.007
N -1.4133 -0.9565 -2.4066 0.015
C -1.2827 -1.7643 -3.4694 0.033
Ti -0.3877 0.1629 0.1071 1.663
H -2.0287 -1.7662 -4.2452 0.003
C -0.0778 -2.4588 -3.3508 0.005
H 0.3233 -3.1806 -4.0323 0.000
C 0.5032 -2.0038 -2.1591 0.039
H -3.4593 -0.0132 -2.8919 0.000
C 0.4608 1.3235 1.7207 0.002
H 1.2648 1.1098 2.4229 0.000
H -0.5060 1.2653 2.2581 0.000
H 0.5601 2.3366 1.3099 0.006
N -1.9350 1.4551 -2.0385 0.020
N -3.0706 -0.2981 -0.6681 0.025
N -0.8874 1.7148 -1.1894 0.010
N -2.2252 -0.3991 0.4429 0.015
C -2.1923 2.5380 -2.7863 0.030
C -4.3081 -0.6408 -0.3022 0.024
H -2.9943 2.5166 -3.5130 0.003
H -5.1031 -0.5842 -1.0246 0.002
C -1.2784 3.5365 -2.4358 0.005
C -4.3139 -1.0022 1.0429 0.006
C -0.4779 2.9924 -1.4305 0.036
C -2.9974 -0.8557 1.4889 0.031
H -1.2146 4.5134 -2.8665 0.000
H -5.1726 -1.3155 1.6017 0.000
H 0.3272 3.4181 -0.8685 0.002
H -2.5797 -1.0818 2.4610 0.002
H 2.9328 0.8395 0.6893 0.001
O 2.7034 -1.8010 2.0877 0.001
C 2.6439 -0.9375 1.2857 0.004
N 2.4260 -0.0589 0.4240 0.009